Density functional theory data (ωB97M-V/def2-TZVPD) for a single C3H6ClF molecule in a non-equilibrium geometry.

- Orbital gap: 12.0 eV
- HOMO level: -11.0 eV
- Lowest unoccupied orbital energy: 1.05 eV
- Structure (SMILES): CC[C@H](F)Cl

```
! RIJCOSX wB97M-V def2-TZVPD def2/J DEFGRID3
* xyz 0 1
H -0.027 0.118 -2.263
H -1.499 0.720 0.042
C -0.420 0.625 -0.058
H 0.147 1.590 -0.134
H 1.088 -0.634 -1.236
C 0.257 -0.104 1.118
Cl 0.791 0.989 2.424
F -0.782 -0.764 1.707
H 0.992 -0.849 0.893
H -0.579 -1.315 -1.202
C 0.031 -0.375 -1.290
*
```

---

Density functional theory data (ωB97M-V/def2-TZVPD) for a single C3H6ClF molecule in a non-equilibrium geometry.

- Orbital gap: 11.7 eV
- HOMO level: -10.8 eV
- Lowest unoccupied orbital energy: 0.89 eV
- Structure (SMILES): C[C@@H](Cl)CF

```
! RIJCOSX wB97M-V def2-TZVPD def2/J DEFGRID3
* xyz 0 1
F 1.174 -1.126 -0.877
H -0.040 1.040 -1.536
C -0.636 0.006 0.294
H -0.974 0.190 1.342
C 0.429 -1.069 0.370
H 1.035 -0.480 1.040
Cl -2.252 -0.660 -0.438
C 0.064 1.199 -0.409
H 0.263 -2.150 0.595
H 1.092 0.830 -0.204
H -0.155 2.220 -0.177
*
```

---

Density functional theory data (ωB97M-V/def2-TZVPD) for a single C3H6ClF molecule in a non-equilibrium geometry.

- Orbital gap: 11.8 eV
- HOMO level: -10.7 eV
- Lowest unoccupied orbital energy: 1.02 eV
- Structure (SMILES): FCCCCl

```
! RIJCOSX wB97M-V def2-TZVPD def2/J DEFGRID3
* xyz 0 1
C 0.157 0.442 0.382
H 0.325 -1.656 0.488
C 1.029 -0.832 0.269
C -1.018 0.546 -0.576
H 1.660 -0.899 1.105
Cl -2.294 -0.723 -0.244
H -0.097 0.416 1.429
H -0.713 0.513 -1.628
H 0.832 1.352 0.072
H -1.560 1.466 -0.380
F 1.679 -0.625 -0.917
*
```

---

Density functional theory data (ωB97M-V/def2-TZVPD) for a single C3H6ClN molecule in a non-equilibrium geometry.

- Orbital gap: 10.5 eV
- HOMO level: -9.5 eV
- Lowest unoccupied orbital energy: 0.96 eV
- Structure (SMILES): ClC[C@@H]1CN1

```
! RIJCOSX wB97M-V def2-TZVPD def2/J DEFGRID3
* xyz 0 1
H -1.218 1.329 0.946
H 0.797 1.238 -0.623
C 0.338 0.395 -0.089
H -1.366 1.173 -0.914
C 0.683 -1.053 -0.371
H -0.216 -1.592 -0.272
H 1.971 -0.192 1.148
C -1.099 0.760 0.073
H 1.486 -1.077 -1.061
N 0.943 -0.412 0.930
Cl -2.319 -0.570 0.233
*
```

---

Density functional theory data (ωB97M-V/def2-TZVPD) for a gas-phase ion, C3H6ClN2 (charge +1) in a non-equilibrium geometry.

- Orbital gap (spin up / spin down): 8.3 / 7.8 eV
- HOMO level (spin up / spin down): -12.9 / -15.1 eV
- Lowest unoccupied orbital energy (spin up / spin down): -4.66 / -7.27 eV
- Expectation value of S²: 2.01

```
! RIJCOSX wB97M-V def2-TZVPD def2/J DEFGRID3
* xyz 1 3
N -0.024 1.546 0.193
H 1.184 -1.547 -0.446
H 1.042 -0.877 1.155
C 0.722 -0.694 0.063
C 0.943 0.743 -0.419
H 1.926 1.057 -0.010
Cl -3.211 0.014 -0.058
H 0.641 0.961 -1.519
N -0.723 -0.944 -0.136
H -0.027 1.637 1.189
H -0.912 -1.918 -0.058
C -1.561 0.021 0.047
*
```

---

Density functional theory data (ωB97M-V/def2-TZVPD) for a single C3H6ClNO molecule in a non-equilibrium geometry.

- Orbital gap: 11.1 eV
- HOMO level: -10.3 eV
- Lowest unoccupied orbital energy: 0.78 eV
- Structure (SMILES): C/N=C(\Cl)OC

```
! RIJCOSX wB97M-V def2-TZVPD def2/J DEFGRID3
* xyz 0 1
H -0.371 -2.565 -0.470
H 0.603 -2.184 1.029
Cl 2.978 -0.178 -0.064
O 1.254 1.798 0.159
C -0.113 2.204 0.168
H 1.502 -2.327 -0.492
C 1.313 0.205 0.007
H -0.727 1.803 -0.586
N 0.301 -0.528 -0.041
H -0.626 2.025 1.090
H -0.140 3.255 0.034
C 0.506 -1.989 -0.008
*
```

---

Across the entries above, molar mass takes the values 96.5 96.5 96.5 91.5 105.5 107.5 Da, respectively.